# 1
Density functional theory data (ωB97M-V/def2-TZVPD) for a single C2H4N2S molecule at a distorted geometry.

Each line ends with the natural charge from an NBO analysis.
CARTESIAN COORDINATES (ANGSTROEM)
N1 -2.565 -1.165 -0.073  -0.348
N2 -0.375 0.178 0.251  -0.627
H1 1.536 -0.621 0.719  0.206
S1 -0.461 1.836 -0.052  0.213
H2 0.646 -1.614 -0.419  0.237
H3 1.404 0.169 -0.936  0.223
C1 0.889 -0.530 -0.230  -0.423
C2 -1.639 -0.515 0.033  0.411
H4 0.564 2.262 0.706  0.109

Calculated values
Kohn-Sham gap	0.3578	hartree
highest occupied orbital energy	-9.199	eV
lowest unoccupied orbital energy	0.54	eV
charge	0
E_tot	-586.22734	Ha
SMILES	CN(S)C#N

***

# 2
Density functional theory data (ωB97M-V/def2-TZVPD) for a molecular structure, C36H42F48IO10PSi2 at a distorted geometry.

Each line ends with the Löwdin charge.
CARTESIAN COORDINATES (ANGSTROEM)
H1 -4.566 6.877 3.625  0.092
F1 3.455 0.110 -3.151  0.082
C1 2.008 2.747 -3.023  -0.053
C2 8.345 -2.598 -5.272  -0.279
F2 -5.203 -6.968 0.231  0.140
F3 1.951 -0.720 -4.476  0.093
H2 7.723 -2.866 -4.414  0.179
H3 -8.268 7.880 10.027  0.084
F4 8.140 -3.535 -6.236  0.085
H4 -1.464 8.650 2.043  0.127
H5 -4.867 -6.103 7.041  0.176
H6 7.990 -0.379 -3.752  0.146
F5 -7.851 -8.169 4.921  0.086
P1 -7.712 10.954 8.572  0.749
F6 -1.146 5.146 0.281  0.087
F7 6.675 -1.205 -6.149  0.108
H7 -3.662 5.364 4.318  0.114
F8 -5.753 -1.778 2.284  0.104
O1 9.424 0.659 -4.887  0.034
F9 -3.428 -7.144 5.114  0.100
F10 9.644 -2.705 -4.911  0.083
H8 1.801 2.436 -1.993  0.145
F11 10.105 -0.940 -3.429  0.122
H9 7.423 0.678 -5.002  0.133
H10 -3.382 8.540 2.048  0.129
Si1 -5.560 7.905 5.926  0.424
C3 10.540 0.075 -4.215  -0.475
H11 -6.887 -3.748 1.776  0.153
F12 -0.431 -0.229 -0.669  0.089
C4 10.295 -4.141 -10.331  -0.053
H12 5.870 3.329 -3.955  0.179
C5 -3.625 6.538 4.261  -0.269
H13 10.925 -3.509 -9.694  0.147
C6 -2.300 6.964 3.389  -0.184
F13 0.486 1.610 -4.390  0.101
H14 -4.115 2.795 -1.062  0.148
F14 6.490 1.870 -2.745  0.091
O2 -5.917 8.527 7.530  -0.480
H15 -6.415 6.744 5.639  -0.037
F15 -2.409 1.499 -1.609  0.122
C7 11.658 -0.347 -5.173  -0.263
C8 -4.719 -7.512 5.390  -0.428
H16 -1.558 -0.457 0.961  0.156
F16 -3.057 -3.296 0.545  0.094
C9 8.197 -0.068 -4.783  -0.058
F17 2.495 1.895 -5.172  0.124
C10 -3.722 7.237 5.748  -0.317
C11 -4.971 -2.839 1.907  -0.421
C12 1.810 1.607 -4.034  -0.427
Si2 -7.619 8.927 7.730  -0.035
F18 11.022 -7.559 -10.185  0.087
C13 -2.419 8.486 2.739  -0.243
F19 8.717 -6.058 -7.507  0.091
H17 -10.431 8.260 8.109  0.044
I1 -8.753 8.729 5.510  0.529
F20 -3.780 4.759 0.985  0.093
H18 -3.331 9.964 3.760  0.106
F21 8.834 -5.997 -10.265  0.123
O3 -3.610 1.276 0.302  0.031
F22 -3.229 -0.432 -1.069  0.129
F23 5.030 1.568 -4.332  0.082
F24 -5.299 -7.746 4.182  0.119
C14 -1.922 4.218 -0.340  -0.288
C15 -3.895 -2.319 0.960  -0.286
F25 8.153 -4.126 -9.387  0.102
H19 1.533 -0.051 -2.654  0.166
F26 3.915 1.875 -1.670  0.123
H20 -8.253 -10.115 4.951  0.176
H21 -8.367 12.017 6.721  0.049
H22 9.946 -4.498 -7.512  0.160
C16 5.469 2.468 -3.414  -0.259
O4 -5.672 -9.787 5.889  0.032
F27 -5.404 -5.240 5.336  0.092
F28 -7.135 -10.778 7.237  0.139
O5 -2.398 9.559 3.752  -0.151
O6 -8.732 12.026 7.655  -0.410
F29 13.269 -5.111 -11.464  0.136
H23 1.234 3.493 -3.243  0.150
H24 -3.620 6.414 6.607  0.088
H25 -8.403 11.906 10.475  0.081
C17 -5.906 -3.899 1.307  -0.051
C18 -3.933 2.637 0.008  -0.049
H26 12.050 -7.404 -11.878  0.175
F30 -6.736 -8.672 7.553  0.121
F31 -4.429 -3.321 3.057  0.124
C19 7.999 -1.208 -5.793  -0.423
O7 11.066 -4.891 -11.272  0.031
H27 12.060 0.514 -5.714  0.176
F32 -1.083 3.241 -0.754  0.077
F33 13.195 -7.679 -10.268  0.093
H28 -3.532 -6.994 2.261  0.160
F34 -2.405 -6.765 0.631  0.096
O8 -8.073 10.964 10.276  -0.374
C20 -9.984 7.281 8.611  -0.224
F35 -4.383 -5.038 -0.310  0.120
F36 8.685 -0.920 -6.932  0.122
H29 -2.274 6.228 2.450  0.091
C21 12.114 -7.081 -10.836  -0.265
H30 -4.338 -1.844 0.080  0.161
F37 -2.455 3.216 1.758  0.126
H31 -4.544 -8.661 7.261  0.148
F38 4.810 3.847 -1.605  0.140
H32 -1.292 6.783 3.962  0.124
C22 9.252 -4.933 -9.527  -0.426
F39 11.219 -1.247 -6.092  0.081
C23 -6.904 -9.606 6.585  -0.476
H33 -7.731 6.554 8.800  0.091
H34 9.733 -3.429 -10.949  0.151
C24 -4.655 -8.826 6.182  -0.053
H35 -4.913 2.789 0.476  0.153
O9 -5.584 -5.261 1.601  0.032
F40 -2.744 -5.178 2.082  0.088
F41 10.999 1.032 -3.364  0.139
C25 -5.395 -6.353 6.116  -0.287
C26 2.156 0.217 -3.512  -0.287
C27 -3.328 -6.250 1.486  -0.263
H36 -2.364 4.693 -1.219  0.176
C28 -1.354 0.287 0.187  -0.261
F42 -3.120 -1.390 1.581  0.075
C29 12.210 -5.555 -10.736  -0.477
H37 -3.722 -9.321 5.885  0.152
C30 -8.377 7.552 8.893  -0.377
F43 -0.771 1.359 0.783  0.090
H38 -10.584 7.061 9.605  0.079
C31 9.703 -5.363 -8.136  -0.298
F44 12.424 -5.119 -9.470  0.121
C32 -8.077 -9.293 5.650  -0.264
C33 -4.610 -5.858 0.746  -0.473
C34 4.350 2.890 -2.456  -0.475
F45 -9.221 -9.075 6.351  0.095
H39 -10.158 6.355 7.902  0.078
F46 -6.687 -6.616 6.416  0.086
H40 -5.712 8.982 4.951  -0.053
C35 -2.997 3.698 0.608  -0.429
O10 3.235 3.474 -3.127  0.034
C36 -2.637 0.679 -0.554  -0.467
H41 -6.089 -3.742 0.238  0.147
F47 12.679 -0.945 -4.504  0.095
H42 -2.930 8.079 5.934  0.082
F48 10.778 -6.183 -8.172  0.084

Calculated values
Kohn-Sham gap	0.2867	hartree
highest occupied orbital energy	-7.982	eV
lowest unoccupied orbital energy	-0.18	eV
charge	0
E_tot	-8160.93308	Ha

***

# 3
Density functional theory data (ωB97M-V/def2-TZVPD) for 2 unconnected molecules or ions with the total composition C3H9FO2Si at a distorted geometry.

Each line ends with the Löwdin spin population.
CARTESIAN COORDINATES (ANGSTROEM)
F1 0.556 1.317 1.017  0.122
Si1 -0.964 0.941 0.658  0.704
H1 2.093 0.144 -0.785  0.006
H2 -2.574 -1.283 -0.329  0.007
H3 1.819 -1.018 0.882  0.008
H4 3.620 0.547 0.179  0.001
H5 -3.449 1.152 0.851  0.058
C1 -2.503 1.564 1.201  0.877
H6 -1.860 -0.583 -1.765  0.009
O1 2.636 -1.295 0.484  0.010
H7 -2.552 2.529 1.700  0.052
C2 2.968 -0.165 -0.400  0.008
H8 -0.904 -1.828 -1.207  0.003
H9 3.421 -0.699 -1.280  0.000
C3 -1.660 -1.067 -0.895  0.026
O2 -0.648 -0.255 -0.312  0.108

Calculated values
Kohn-Sham gap (alpha / beta)	0.2139 / 0.2772	hartree
highest occupied orbital energy (alpha / beta)	-5.090 / -9.950	eV
spin multiplicity	3
⟨S²⟩	2.00
lowest unoccupied orbital energy (alpha / beta)	0.73 / -2.41	eV
charge	0
E_tot	-659.38532	Ha

***

# 4
Density functional theory data (ωB97M-V/def2-TZVPD) for a single CH2P2S3 molecule at a distorted geometry.

Each line ends with the natural charge from an NBO analysis.
CARTESIAN COORDINATES (ANGSTROEM)
S1 -0.925 -2.182 1.287  -0.321
H1 1.500 0.031 0.800  0.272
P1 -0.419 -1.280 -0.369  0.785
C1 0.924 -0.092 -0.144  -1.029
P2 -0.154 1.610 -0.458  0.650
S2 -1.673 0.246 -1.381  -0.317
S3 -0.977 2.064 1.226  -0.311
H2 1.723 -0.397 -0.961  0.272

Calculated values
Kohn-Sham gap (alpha / beta)	0.2087 / 0.2543	hartree
highest occupied orbital energy (alpha / beta)	-8.612 / -9.276	eV
lowest unoccupied orbital energy (alpha / beta)	-2.93 / -2.36	eV
charge	0
E_tot	-1916.54773	Ha